*i*
Below is 2 unconnected molecules or ions with the total composition C5H11IN, with properties calculated with ωB97M-V/def2-TZVPD.

Geometry (Å):
C 0.63 0.74 1.24
C -0.49 -0.32 3.40
C 0.84 0.86 -0.34
C -1.53 0.71 0.17
C -0.08 -1.34 0.34
N -0.23 0.12 0.21
I -1.71 -1.81 3.97
H 0.52 1.69 1.69
H -0.77 0.63 3.89
H 0.34 1.71 -0.80
H 1.09 0.02 1.78
H 1.77 0.47 -0.73
H -2.16 1.02 -0.70
H -2.15 0.10 0.80
H -1.36 1.68 0.58
H 0.24 -1.76 1.34
H -0.96 -1.87 -0.08
H 0.88 -1.57 -0.23

LUMO level (alpha / beta) = -0.181 / -0.181 hartree
net charge = +1
Kohn-Sham gap (alpha / beta) = 7.335 / 7.336 eV

Atom charges from the Löwdin analysis, given in e for atoms 1 to 8: C -0.062; C -0.559; C 0.025; C 0.006; C 0.007; N -0.334; I 0.888; H 0.124

*ii*
Below is a gas-phase ion, C5H11IN (charge +1), with properties calculated with ωB97M-V/def2-TZVPD.

Geometry (Å):
C -0.64 0.71 0.61
C -0.43 -0.46 -0.24
C 2.03 0.28 -0.33
C -0.67 2.09 0.08
C -1.21 -1.62 0.17
N 1.12 -0.90 -0.15
I 4.00 -0.13 -0.04
H -0.85 0.60 1.63
H -0.61 -0.16 -1.21
H 1.72 0.98 -1.06
H -1.25 2.69 0.74
H -1.30 2.19 -0.73
H 0.23 2.59 -0.15
H -1.27 -2.46 -0.61
H -2.25 -1.29 0.07
H -0.80 -2.06 1.15
H 1.06 -1.35 0.85
H 1.13 -1.73 -0.79

LUMO level (alpha / beta) = -0.195 / -0.158 hartree
net charge = +1
Kohn-Sham gap (alpha / beta) = 7.338 / 8.739 eV

Atom charges from the Löwdin analysis, given in e for atoms 1 to 8: C -0.054; C -0.373; C -0.633; C -0.071; C -0.056; N -0.034; I 1.000; H 0.102

Most stable structure: *ii*

*i*
Below is a single C5H10N4O2 molecule, with properties calculated with ωB97M-V/def2-TZVPD.

Geometry (Å):
C -1.02 -2.42 0.72
C -0.41 -1.37 -0.25
N -1.40 -0.67 -0.93
N -1.20 0.52 -0.96
C -0.14 1.05 -0.13
C 0.59 2.21 -0.85
N -0.78 1.52 1.07
C 0.59 -0.26 0.38
N 1.88 -0.40 -0.24
O 2.85 -0.56 0.48
O 1.97 -0.43 -1.45
H -0.18 -2.91 1.18
H -1.53 -3.21 0.20
H -1.65 -1.97 1.55
H 0.27 -1.75 -1.07
H -0.15 2.95 -1.25
H 1.09 1.74 -1.79
H 1.40 2.71 -0.23
H -1.16 2.51 0.96
H -1.67 1.00 1.21
H 0.66 -0.26 1.41

LUMO level = 0.004 hartree
net charge = 0
structure (SMILES) = C[C@H]1N=N[C@@](C)(N)[C@@H]1[N+](=O)[O-]
Kohn-Sham gap = 9.644 eV

Atom charges from the Löwdin analysis, given in e for atoms 1 to 8: C -0.028; C -0.307; N 0.060; N 0.072; C -0.547; C -0.019; N 0.071; C -0.092

*ii*
Below is a single C5H10N4O2 molecule, with properties calculated with ωB97M-V/def2-TZVPD.

Geometry (Å):
C -1.75 0.55 0.02
C -0.35 0.68 0.88
C 0.72 1.41 0.11
N 0.93 0.63 -1.02
N 0.23 1.02 -2.13
O 0.27 0.36 -3.09
C 1.49 -0.91 -0.77
C 0.17 -1.52 -0.24
N 0.07 -0.81 1.07
N -0.36 -1.41 2.21
O -0.68 -0.63 3.06
H -2.38 -0.03 0.72
H -1.54 0.02 -0.86
H -2.05 1.54 -0.02
H -0.68 1.03 1.84
H 0.59 2.51 0.03
H 1.62 1.27 0.63
H 2.48 -0.70 -0.14
H 2.00 -1.06 -1.79
H 0.07 -2.66 0.19
H -0.83 -1.31 -0.69

LUMO level = 0.028 hartree
net charge = 0
structure (SMILES) = C[C@@H]1CN(N=O)CCN1N=O
Kohn-Sham gap = 9.948 eV

Atom charges from the Löwdin analysis, given in e for atoms 1 to 8: C -0.004; C -0.210; C -0.183; N -0.146; N -0.096; O -0.008; C -0.014; C -0.133

Most stable structure: *i*

*i*
Below is 13 unconnected molecules or ions with the total composition H26O13, with properties calculated with ωB97M-V/def2-TZVPD.

Geometry (Å):
O -1.76 -0.82 3.19
H -2.17 -1.23 3.99
H -2.47 -0.77 2.39
O -0.34 0.85 -2.64
H -0.09 0.94 -1.82
H -0.81 0.21 -2.27
O 0.33 -2.47 -0.86
H 0.16 -2.75 0.07
H 1.03 -1.65 -0.87
O 3.15 2.18 2.89
H 2.41 1.46 2.72
H 2.58 3.03 2.86
O -0.29 -2.78 1.87
H 0.56 -2.78 2.54
H -0.85 -1.89 1.98
O 2.91 -1.25 -1.15
H 3.05 -0.47 -0.85
H 3.11 -1.45 -1.93
O 0.08 3.00 0.45
H 0.01 2.07 0.10
H -0.07 3.38 -0.54
O -1.74 -1.48 -2.25
H -1.97 -2.30 -2.58
H -0.90 -1.74 -1.74
O 2.45 1.19 -2.80
H 1.54 0.79 -2.51
H 3.01 0.59 -3.38
O 0.15 0.27 0.07
H 0.72 0.16 0.74
H -0.75 0.19 0.17
O 1.27 0.31 2.60
H 0.41 0.72 2.94
H 1.57 -0.57 3.11
O -2.50 -0.26 0.50
H -3.09 0.41 0.31
H -2.65 -0.92 -0.14
O -2.96 1.77 -2.16
H -3.00 2.68 -2.73
H -2.06 1.37 -2.25

LUMO level = -0.013 hartree
net charge = 0
Kohn-Sham gap = 9.954 eV

Atom charges from the Löwdin analysis, given in e for atoms 1 to 8: O -0.135; H 0.070; H 0.105; O 0.068; H -0.079; H -0.066; O -0.137; H 0.016

*ii*
Below is 13 unconnected molecules or ions with the total composition H26O13, with properties calculated with ωB97M-V/def2-TZVPD.

Geometry (Å):
O 2.65 -2.53 -1.29
H 2.47 -2.98 -0.48
H 3.53 -2.03 -1.21
O 3.69 -0.94 1.73
H 2.92 -1.44 2.03
H 3.53 -0.38 0.97
O -0.74 -2.29 1.18
H -1.56 -2.70 1.46
H -0.71 -1.57 0.56
O 0.75 -1.99 3.65
H 0.38 -1.13 3.91
H 0.12 -2.28 2.95
O 3.63 0.68 -0.96
H 2.97 0.44 -1.56
H 3.52 0.33 -0.09
O 0.57 1.40 1.28
H 0.24 0.72 1.84
H -0.23 1.94 0.99
O -0.84 0.66 -1.06
H -0.65 1.61 -1.04
H -1.41 0.83 -1.85
O -3.67 0.97 0.07
H -3.04 1.66 -0.14
H -4.14 0.61 -0.72
O -3.35 0.76 2.97
H -2.84 0.89 2.19
H -2.76 0.35 3.61
O -2.35 -1.69 -2.41
H -3.16 -1.55 -1.94
H -1.75 -1.34 -1.77
O -1.62 3.45 0.06
H -2.00 3.79 0.85
H -1.33 4.12 -0.55
O 1.07 1.78 -3.41
H 0.75 1.13 -4.02
H 1.42 1.43 -2.61
O 1.25 -0.47 -1.59
H 1.11 -1.31 -1.17
H 1.56 -0.92 -2.45

LUMO level = -0.012 hartree
net charge = 0
Kohn-Sham gap = 10.414 eV

Atom charges from the Löwdin analysis, given in e for atoms 1 to 8: O -0.066; H 0.033; H 0.103; O -0.029; H 0.032; H -0.020; O -0.029; H 0.066

*iii*
Below is 13 unconnected molecules or ions with the total composition H26O13, with properties calculated with ωB97M-V/def2-TZVPD.

Geometry (Å):
O -1.39 -2.24 -0.01
H -1.64 -1.89 0.85
H -1.04 -3.13 0.17
O 1.02 1.09 4.12
H 1.15 1.99 3.80
H 1.33 0.62 3.33
O -2.45 2.58 -0.49
H -2.50 2.30 0.43
H -2.40 1.82 -1.11
O 1.05 1.12 1.29
H 0.84 1.98 1.70
H 0.71 1.45 0.43
O 0.75 -2.07 -2.61
H 1.25 -1.82 -3.38
H 0.82 -2.92 -2.19
O 1.31 0.52 -2.34
H 0.68 -0.23 -2.29
H 1.96 0.26 -1.66
O -2.88 -0.35 -0.88
H -2.13 -0.59 -1.44
H -3.27 -1.24 -0.87
O 0.03 3.24 -2.28
H -0.91 3.41 -2.36
H 0.31 2.34 -2.08
O 3.57 0.02 -0.05
H 4.00 -0.60 0.56
H 2.83 0.23 0.54
O -2.17 -0.25 1.65
H -1.81 0.40 1.04
H -3.11 -0.05 1.52
O 0.20 3.46 0.37
H 0.64 4.19 -0.11
H -0.48 3.44 -0.33
O 0.99 -2.26 1.74
H 0.16 -2.65 1.98
H 1.15 -1.43 2.19
O 0.25 -4.48 -0.46
H 0.32 -3.75 -1.07
H 0.85 -4.52 0.29

LUMO level = 0.000 hartree
net charge = 0
Kohn-Sham gap = 11.132 eV

Atom charges from the Löwdin analysis, given in e for atoms 1 to 8: O -0.080; H 0.002; H 0.013; O -0.057; H 0.034; H -0.001; O -0.051; H 0.039

*iv*
Below is a molecular structure, H26O13, with properties calculated with ωB97M-V/def2-TZVPD.

Geometry (Å):
O -0.14 -0.44 0.08
H -0.36 0.05 -0.72
H 0.19 0.22 0.68
O 1.76 -0.31 1.94
H 2.34 -0.75 2.55
H 2.31 -0.12 1.18
O 1.38 -2.00 -1.05
H 1.22 -1.98 -0.11
H 2.33 -1.96 -1.13
O 1.71 1.58 -1.48
H 1.01 0.92 -1.56
H 1.68 2.05 -2.31
O -1.24 -2.13 -0.25
H -0.74 -2.63 -0.89
H -0.74 -1.32 -0.13
O -2.18 -0.19 1.34
H -2.08 0.76 1.22
H -1.35 -0.56 1.06
O 0.57 1.51 0.62
H 0.87 1.71 1.51
H 1.15 2.01 0.05
O -0.30 -0.45 2.46
H -0.54 0.12 3.19
H 0.42 0.01 2.02
O -0.96 0.86 -1.70
H -0.86 1.64 -2.25
H -0.34 0.23 -2.06
O 0.55 -0.34 -2.20
H 1.07 -0.95 -1.67
H 0.29 -0.85 -2.97
O -3.12 0.84 -1.19
H -3.20 1.48 -1.90
H -2.18 0.69 -1.11
O 1.29 -2.13 1.13
H 0.83 -2.66 1.78
H 1.17 -1.23 1.42
O -1.54 1.86 0.97
H -1.69 2.71 0.56
H -0.59 1.74 0.94

LUMO level = -0.025 hartree
net charge = 0
Kohn-Sham gap = 6.089 eV

Atom charges from the Löwdin analysis, given in e for atoms 1 to 8: O -0.072; H 0.016; H -0.025; O 0.036; H 0.160; H 0.139; O 0.045; H -0.112

Most stable structure: *iii*

*i*
Below is 13 unconnected molecules or ions with the total composition H26O13, with properties calculated with ωB97M-V/def2-TZVPD.

Geometry (Å):
O 4.92 -14.82 10.20
H 4.85 -13.86 10.19
H 4.35 -15.12 9.48
O 6.16 -16.86 11.93
H 5.99 -16.01 11.50
H 5.79 -16.77 12.82
O 3.86 -16.95 5.72
H 3.09 -17.10 5.16
H 4.30 -17.81 5.79
O 7.51 -19.07 4.47
H 6.92 -18.31 4.64
H 8.00 -18.82 3.68
O 5.58 -19.84 10.39
H 5.13 -20.69 10.48
H 5.63 -19.68 9.44
O 3.90 -14.92 7.50
H 3.95 -15.58 6.77
H 3.44 -14.17 7.12
O 6.18 -16.68 4.20
H 5.71 -16.21 3.51
H 5.46 -16.90 4.84
O 8.28 -17.83 10.49
H 7.47 -17.60 10.99
H 8.21 -17.32 9.68
O 6.91 -17.07 7.73
H 6.30 -16.85 8.43
H 6.51 -17.84 7.28
O 6.75 -13.58 7.12
H 6.71 -13.25 8.02
H 6.46 -14.50 7.19
O 3.62 -17.60 10.61
H 4.08 -16.95 11.15
H 4.31 -18.23 10.37
O 6.07 -19.47 6.82
H 5.29 -20.03 6.71
H 6.80 -19.98 6.43
O 9.72 -17.61 5.73
H 8.85 -17.52 6.15
H 9.58 -18.26 5.04

LUMO level = -0.024 hartree
net charge = 0
Kohn-Sham gap = 9.248 eV

Atom charges from the Löwdin analysis, given in e for atoms 1 to 8: O -0.058; H 0.052; H 0.014; O -0.051; H 0.027; H 0.073; O -0.032; H 0.097

*ii*
Below is 13 unconnected molecules or ions with the total composition H26O13, with properties calculated with ωB97M-V/def2-TZVPD.

Geometry (Å):
O 6.96 -18.81 -28.48
H 6.05 -18.91 -28.69
H 7.38 -19.14 -29.26
O 5.42 -20.23 -24.13
H 4.53 -19.93 -24.31
H 5.90 -19.47 -24.37
O 7.16 -18.12 -25.45
H 6.80 -17.57 -26.16
H 7.88 -18.62 -25.84
O 7.86 -15.99 -24.09
H 7.64 -16.86 -24.47
H 8.70 -16.13 -23.67
O 9.03 -17.30 -27.64
H 9.27 -18.10 -27.17
H 8.21 -17.50 -28.10
O 9.22 -21.80 -24.56
H 9.28 -21.07 -25.17
H 10.08 -22.06 -24.29
O 9.33 -19.55 -26.28
H 10.20 -19.38 -25.91
H 9.50 -20.22 -26.93
O 3.92 -18.13 -26.24
H 3.95 -17.84 -25.31
H 3.20 -17.63 -26.60
O 5.86 -16.27 -27.06
H 5.13 -16.66 -26.58
H 5.85 -15.41 -26.75
O 6.44 -21.14 -26.62
H 6.49 -20.35 -27.12
H 5.93 -20.94 -25.86
O 8.82 -14.76 -26.27
H 9.22 -15.48 -26.68
H 8.41 -15.26 -25.56
O 6.48 -15.92 -29.61
H 6.28 -16.05 -28.62
H 6.20 -15.08 -29.93
O 6.54 -17.46 -22.32
H 6.79 -16.85 -22.98
H 7.14 -18.21 -22.51

LUMO level = -0.014 hartree
net charge = 0
Kohn-Sham gap = 9.913 eV

Atom charges from the Löwdin analysis, given in e for atoms 1 to 8: O -0.013; H 0.063; H 0.078; O -0.018; H 0.046; H -0.033; O -0.042; H 0.019

*iii*
Below is a molecular structure, H26O13, with properties calculated with ωB97M-V/def2-TZVPD.

Geometry (Å):
O -0.41 -0.38 -0.35
H -0.78 0.45 -0.01
H -0.07 -0.25 -1.16
H 0.26 -0.35 0.29
O 0.98 -0.64 1.69
H 1.59 -1.08 2.37
O -2.58 -1.64 1.17
H -2.21 -1.36 2.06
H -3.35 -1.02 1.19
O 3.14 -0.27 0.16
H 3.52 0.57 0.36
H 2.43 -0.40 0.77
O 1.14 0.36 -1.95
H 1.21 0.12 -2.94
H 2.12 0.12 -1.83
O -0.12 2.56 -1.07
H 0.11 2.56 -0.23
H 0.18 1.84 -1.61
O -1.34 0.00 -2.89
H -0.48 0.33 -3.05
H -1.85 0.78 -2.80
O -0.69 -0.59 3.26
H -0.69 -1.41 3.69
H 0.14 -0.55 2.67
O -2.60 2.29 -1.68
H -2.54 1.68 -0.80
H -2.06 3.06 -1.61
O 1.02 1.94 1.57
H 1.93 2.17 1.51
H 1.00 1.06 1.53
O -2.32 1.41 1.00
H -2.56 1.71 1.91
H -3.04 0.94 0.77
O 1.35 -2.86 0.43
H 1.27 -1.91 0.70
H 2.31 -3.00 0.58
O 0.98 -2.53 -2.06
H 1.45 -2.56 -1.13
H 1.57 -3.15 -2.51

LUMO level = -0.004 hartree
net charge = 0
Kohn-Sham gap = 10.029 eV

Atom charges from the Löwdin analysis, given in e for atoms 1 to 8: O 0.279; H 0.115; H -0.025; H 0.024; O -0.331; H 0.122; O -0.088; H 0.031

*iv*
Below is 13 unconnected molecules or ions with the total composition H26O13, with properties calculated with ωB97M-V/def2-TZVPD.

Geometry (Å):
O -0.41 -0.07 -0.65
H -0.48 0.28 0.33
H 0.47 -0.14 -0.87
O 1.39 3.55 0.42
H 1.94 3.74 -0.43
H 0.86 2.77 0.19
O 2.73 -0.82 -0.77
H 3.43 -1.06 -1.40
H 3.31 -0.14 -0.15
O -1.90 -2.59 0.04
H -1.44 -1.81 -0.16
H -2.66 -2.27 -0.44
O -3.07 0.04 -0.91
H -3.18 -0.52 -1.66
H -2.21 -0.04 -0.59
O -0.58 2.13 -0.72
H -1.11 2.68 -1.22
H -0.27 1.53 -1.54
O 1.27 1.36 2.06
H 1.59 1.76 2.78
H 0.42 1.88 1.97
O -1.79 -0.95 3.04
H -2.36 -0.59 2.34
H -1.75 -1.76 2.58
O -1.43 1.09 1.21
H -1.29 1.69 0.53
H -2.36 1.10 1.31
O 1.57 1.11 -2.04
H 1.75 1.51 -2.93
H 2.43 0.95 -1.63
O -0.12 -1.23 -3.37
H -0.01 -0.73 -2.58
H -0.60 -2.01 -2.89
O 1.34 -3.10 0.22
H 0.96 -2.92 1.14
H 1.92 -2.51 -0.17
O 0.74 -1.69 2.36
H 1.09 -0.81 2.42
H -0.21 -1.40 2.19

LUMO level = -0.016 hartree
net charge = 0
Kohn-Sham gap = 9.279 eV

Atom charges from the Löwdin analysis, given in e for atoms 1 to 8: O -0.136; H 0.073; H -0.029; O -0.114; H 0.082; H -0.036; O -0.091; H 0.066

Most stable structure: *i*